Entry 1:
Computed, not measured: a 10-piece molecular cluster, C39H58O30 overall, with ωB97M-V with the def2-TZVPD basis set.

Last column: Mulliken charge in e.
Positions of all 127 atoms, in Å:
C: -20.05113 8.23800 19.63864  -1.2815
C: -19.87374 9.59290 20.38769  0.4111
C: -21.24255 10.27888 20.62738  -0.3911
O: -21.17101 10.53719 22.05582  -0.3733
C: -20.12402 9.91501 22.60998  0.6618
O: -19.89987 9.90411 23.78300  -0.5494
O: -19.46250 9.22104 21.68828  -0.3189
H: -20.73953 8.32051 18.79863  0.4553
H: -20.35636 7.40035 20.26298  0.2786
H: -19.05520 7.97213 19.27635  0.1846
H: -19.14679 10.17820 19.82764  0.3050
H: -22.06965 9.63040 20.36680  0.2974
H: -21.10979 11.27339 20.20887  0.3074
C: -24.15091 5.84644 17.28803  -0.8741
C: -23.70812 6.12638 15.88235  0.5862
C: -23.94606 5.00524 14.82973  -0.1452
O: -24.64317 5.64616 13.79435  -0.3642
C: -24.78489 6.97014 14.05124  0.5618
O: -25.21994 7.74042 13.26518  -0.5305
O: -24.44428 7.21977 15.31896  -0.4317
H: -25.10669 6.35485 17.40911  0.4390
H: -23.34325 6.18405 17.93627  -0.1147
H: -24.31259 4.78694 17.49077  0.2531
H: -22.64838 6.36752 15.77813  0.2354
H: -24.48302 4.18009 15.29862  0.3278
H: -22.96404 4.64210 14.52477  0.0735
C: -17.11129 3.49924 16.74659  -1.0121
C: -18.61936 3.31520 16.93985  1.3915
C: -19.16446 2.65409 18.19547  0.9484
O: -19.86604 3.73361 18.80412  -0.2677
C: -20.08854 4.69698 17.90098  0.3875
O: -20.87196 5.56377 18.16637  -0.4935
O: -19.32515 4.55491 16.80411  -0.5660
H: -16.85269 4.55804 16.69240  0.5000
H: -16.61344 3.09977 15.86267  0.2596
H: -16.66492 3.00288 17.60669  -0.1348
H: -19.00634 2.81826 16.04009  -0.4700
H: -18.30319 2.23224 18.71598  0.1965
H: -19.83593 1.81928 18.00334  -0.5090
C: -16.28954 -1.16199 20.31955  -1.3641
C: -16.69628 -0.92397 18.86879  0.9834
C: -16.16153 0.36186 18.23210  0.6695
O: -15.31852 -0.19684 17.22017  -0.4416
C: -15.49952 -1.55411 17.03763  0.6395
O: -15.07004 -2.19877 16.15241  -0.5489
O: -16.34730 -1.96468 18.01749  -0.4525
H: -15.46346 -1.87046 20.41082  0.3851
H: -17.10436 -1.52941 20.94035  0.3256
H: -15.87400 -0.24554 20.74205  0.2427
H: -17.78652 -0.93898 18.70415  0.0433
H: -15.41673 0.82184 18.87867  0.2568
H: -16.87050 1.07370 17.82593  -0.8719
C: -16.58108 6.04417 21.59850  -1.5897
C: -16.23755 5.60767 20.19549  0.7343
C: -14.74738 5.63093 19.87461  -0.1890
O: -14.33532 4.30825 20.12725  -0.3243
C: -15.38679 3.52187 20.29848  0.5112
O: -15.32307 2.34152 20.47543  -0.6053
O: -16.55980 4.19446 20.08703  -0.2560
H: -15.90208 5.58160 22.32386  0.3839
H: -17.55846 5.85486 22.03799  0.3119
H: -16.38876 7.11983 21.66395  0.3993
H: -16.75942 6.16128 19.41437  0.1830
H: -14.24208 6.33194 20.54120  0.3429
H: -14.56085 5.88588 18.83003  0.0140
C: -13.86635 7.85367 15.09070  -1.4950
C: -14.11033 6.42313 14.60146  0.5646
C: -12.82532 5.72638 14.11202  -0.4454
O: -12.77476 4.53855 14.87552  -0.3782
C: -13.64705 4.60650 15.90165  0.5602
O: -13.69730 3.85803 16.81781  -0.4468
O: -14.48478 5.65882 15.75966  -0.1518
H: -14.72016 8.15900 15.70305  0.3307
H: -13.81455 8.56667 14.26866  0.4166
H: -13.04355 7.97620 15.79480  0.3806
H: -14.87147 6.35531 13.82703  0.1079
H: -11.96084 6.37483 14.25168  0.2604
H: -12.93370 5.52307 13.04764  0.3547
C: -22.35417 4.83268 21.30731  -1.0736
C: -22.81221 3.56086 21.98985  0.5346
C: -23.93163 3.81442 23.02134  -0.5407
O: -25.03496 3.07747 22.53327  -0.3668
C: -24.74424 2.55554 21.33162  0.4959
O: -25.48478 1.84036 20.71834  -0.5330
O: -23.45008 2.72079 20.99933  -0.1552
H: -22.91980 5.18974 20.45136  0.2443
H: -21.31522 4.62610 21.04862  0.0412
H: -22.38175 5.61526 22.06998  0.4313
H: -22.00134 3.07638 22.53219  0.3261
H: -24.19319 4.87614 22.99717  0.3120
H: -23.69484 3.58242 24.05829  0.3414
C: -17.50998 4.08484 12.11738  -1.6298
C: -18.27117 2.97288 12.85836  1.7761
C: -19.81886 2.97344 12.60023  -0.3136
O: -19.99920 1.77516 11.87779  -0.3718
C: -18.83930 1.07637 11.79908  0.6421
O: -18.71979 0.02671 11.24604  -0.5728
O: -17.86029 1.72001 12.41357  -0.3991
H: -16.58619 3.93660 11.56611  0.3745
H: -17.52390 5.03836 12.65522  0.3995
H: -18.19226 4.44850 11.33004  0.4134
H: -18.06472 3.17828 13.91113  -0.8223
H: -20.10458 3.92028 12.14563  0.3741
H: -20.33535 2.80158 13.54913  0.1777
C: -22.99869 -0.87046 20.58044  -1.0993
C: -23.51334 -0.85065 19.16934  0.5405
C: -22.83317 0.22204 18.29826  0.0620
O: -22.91059 -0.42926 17.02164  -0.3426
C: -23.11044 -1.74288 17.19463  0.5641
O: -23.15879 -2.56155 16.31669  -0.5967
O: -23.15002 -2.05170 18.48344  -0.4118
H: -23.49772 -0.03782 21.07681  0.1304
H: -21.96240 -0.52766 20.48047  0.2686
H: -22.94334 -1.82545 21.09286  0.3825
H: -24.54911 -0.49786 19.18142  0.3657
H: -21.77196 0.46723 18.40308  -0.1189
H: -23.39650 1.15219 18.38160  0.2006
O: -19.28482 0.26767 16.25654  -0.4469
C: -19.25064 -0.69538 15.56106  0.3717
O: -18.12594 -1.34726 15.12260  -0.1869
C: -18.42907 -2.30953 14.11778  -0.2207
C: -19.88053 -2.53156 14.43646  -0.5752
O: -20.30753 -1.25437 14.88312  -0.3093
H: -18.28633 -1.92619 13.10950  0.2356
H: -17.92198 -3.25223 14.31325  0.3153
H: -20.19227 -3.40662 15.01922  0.2995
H: -20.45156 -2.92242 13.58399  0.3903

The value obtained for the HOMO energy is -10.57 eV. The value obtained for the calculated total energy is -3778.1238 a.u. The spin multiplicity is 1. Its net charge is 0. For the largest force on an atom, the calculation gives 3.7 eV/Å. For the relative energy (zero: lowest compared OMol25 entry of this formula, charge and spin), the calculation gives 327.2 kJ/mol. As for the SMILES: C[C@H]1COC(=O)O1.C[C@H]1COC(=O)O1.C[C@H]1COC(=O)O1.C[C@H]1COC(=O)O1.C[C@H]1COC(=O)O1.C[C@H]1COC(=O)O1.C[C@H]1COC(=O)O1.C[C@H]1COC(=O)O1.C[C@H]1COC(=O)O1.O=C1OCCO1.



Entry 2:
Computed, not measured: C46H40IrN9O5S2 as an isolated structure, with ωB97M-V with the def2-TZVPD basis set.

Last column: Löwdin spin population.
Positions of all 103 atoms, in Å:
Ir: -0.52114 -1.16815 0.18185  0.0000
C: 4.76197 -1.80182 -1.14012  -0.0018
N: 3.31688 -1.57104 -1.22088  -0.0005
C: 2.43652 -1.46767 -0.23465  0.0000
N: 1.23577 -1.26582 -0.77287  -0.0001
C: 1.45392 -1.28294 -2.12191  0.0001
N: 2.70951 -1.46167 -2.41830  -0.0002
C: 5.52896 -0.70056 -1.83621  0.0059
C: 6.61165 -0.99042 -2.67142  0.0800
C: 7.35230 0.02426 -3.27155  -0.0068
C: 7.01472 1.34682 -3.06388  0.0590
C: 5.90943 1.64271 -2.24748  0.0326
C: 5.17959 0.61427 -1.62927  0.0522
C: 5.50354 2.98816 -2.04489  0.1216
N: 6.12790 4.12526 -2.38733  0.1270
N: 5.39232 5.12444 -1.95788  0.1503
C: 4.30361 4.60256 -1.36723  0.1011
O: 4.34704 3.25361 -1.40785  -0.0179
C: 3.21530 5.26214 -0.75719  0.0497
C: 3.25752 6.65590 -0.55782  0.0763
C: 2.20899 7.25995 0.10571  -0.0042
C: 1.13232 6.49785 0.54634  0.1075
C: 1.06808 5.11172 0.32625  0.0085
C: -0.13254 4.33766 0.82362  -0.0017
N: -0.23245 3.01241 0.22937  -0.0002
C: -0.17907 1.81791 0.80415  0.0001
N: -0.38625 0.89531 -0.12864  -0.0001
C: -0.60443 1.60981 -1.26927  0.0001
N: -0.50598 2.89534 -1.08965  -0.0001
C: 2.10994 4.50019 -0.32109  0.0513
H: 4.97879 -2.77807 -1.56952  -0.0001
H: 5.00848 -1.83399 -0.07802  -0.0007
H: 2.66641 -1.50245 0.81783  0.0000
H: 0.68242 -1.14932 -2.86325  0.0000
H: 6.88953 -2.02233 -2.84967  0.0036
H: 8.19008 -0.22687 -3.90652  -0.0016
H: 7.57330 2.14967 -3.52624  0.0014
H: 4.34651 0.86944 -0.98640  0.0021
H: 4.10674 7.22528 -0.91113  0.0017
H: 2.22061 8.32610 0.28244  -0.0018
H: 0.31730 6.99293 1.06194  0.0046
H: -1.05575 4.86460 0.58277  -0.0003
H: -0.09354 4.21353 1.90732  -0.0003
H: 0.01891 1.63610 1.84853  0.0000
H: -0.83547 1.17155 -2.22643  0.0000
H: 2.09362 3.43770 -0.51825  0.0019
O: -2.92853 1.20661 0.38062  0.0000
S: -3.57298 2.27456 1.22489  0.0000
C: -5.09404 1.57097 1.95972  0.0000
C: -5.04815 0.05983 2.13039  0.0000
C: -5.43321 -0.68965 0.86051  0.0000
C: -5.19188 -2.18303 0.96904  0.0000
S: -3.51217 -2.79576 0.68680  0.0000
O: -2.48321 -1.80010 1.17923  0.0000
C: -3.44033 -2.60895 -1.08302  0.0000
C: -3.82440 -3.66723 -1.88846  0.0000
C: -3.80106 -3.50393 -3.26856  0.0000
C: -3.38892 -2.29846 -3.82347  0.0000
C: -2.99827 -1.24530 -3.00349  0.0000
C: -3.02415 -1.39125 -1.62071  0.0000
C: -2.59067 2.35819 2.71918  0.0000
C: -1.89154 1.24042 3.15853  0.0000
C: -1.14026 1.32584 4.32244  0.0000
C: -1.10612 2.51586 5.04230  0.0000
C: -1.81494 3.62459 4.59849  0.0000
C: -2.55614 3.55241 3.42523  0.0000
H: -5.91193 1.89366 1.31339  0.0000
H: -5.19988 2.08199 2.91695  0.0000
H: -5.74005 -0.20382 2.93342  0.0000
H: -4.05487 -0.25586 2.45414  0.0000
H: -4.90813 -0.27501 -0.00200  0.0000
H: -6.49953 -0.55187 0.66456  0.0000
H: -5.74793 -2.73219 0.20394  0.0000
H: -5.48417 -2.58936 1.93938  0.0000
H: -4.13653 -4.60849 -1.45106  0.0000
H: -4.10487 -4.31989 -3.91059  0.0000
H: -3.38651 -2.17426 -4.89801  0.0000
H: -2.71110 -0.29813 -3.44273  0.0000
H: -2.77115 -0.55792 -0.96165  0.0000
H: -1.92183 0.32173 2.58207  0.0000
H: -0.58898 0.46158 4.67269  0.0000
H: -0.53215 2.57519 5.95744  0.0000
H: -1.79782 4.54276 5.17019  0.0000
H: -3.11288 4.41269 3.07166  0.0000
O: 0.55601 -1.94277 3.86675  0.0000
C: 0.28494 -1.99547 2.70669  0.0000
O: 0.29523 -0.89839 1.92459  0.0000
C: -0.00505 -3.27401 1.96900  0.0000
C: 0.12391 -4.50091 2.61684  0.0000
C: -0.01068 -5.64042 1.86813  0.0000
C: -0.22924 -5.54678 0.47884  0.0000
C: -0.29578 -6.69389 -0.35184  0.0000
C: -0.47391 -6.56394 -1.69720  0.0000
C: -0.59902 -5.27958 -2.27421  0.0000
C: -0.55661 -4.15387 -1.50213  0.0000
C: -0.37150 -4.26443 -0.10744  0.0000
N: -0.28569 -3.15128 0.68043  0.0000
H: 0.33183 -4.50939 3.67730  0.0000
H: 0.08153 -6.61772 2.32548  0.0000
H: -0.18238 -7.66993 0.10205  0.0000
H: -0.51361 -7.44006 -2.32953  0.0000
H: -0.74093 -5.18870 -3.34313  0.0000
H: -0.68168 -3.17897 -1.95930  0.0000

The value obtained for the HOMO energy (alpha / beta) is -15.30 / -15.30 eV. The value obtained for the calculated total energy is -3545.7368 a.u. The spin multiplicity is 2. Its net charge is +3. For the largest force on an atom, the calculation gives 1.8 eV/Å. For the relative energy (zero: lowest compared OMol25 entry of this formula, charge and spin), the calculation gives 117.8 kJ/mol. Its expectation value of S² is 0.788.